Density functional theory data (wB97M-V/def2-TZVPD) for a molecular structure, C21H35N2OOsSSi3.

Geometry as ORCA input:
```
! wB97M-V def2-TZVPD RIJCOSX def2/J DEFGRID3
* xyz 3 1
S 2.21245 -0.84772 4.28188
C 3.94170 0.69073 -1.94259
N 0.88263 -0.74445 2.10247
H -1.99598 -2.37770 -2.96824
C -2.15181 -1.65341 -2.16350
C -0.62551 0.48845 -0.58904
H -1.67352 -1.89049 1.77469
C 0.91097 2.77425 -1.84333
C -1.61667 1.38326 2.23570
C -2.12715 1.28900 -3.23158
C 2.85147 -1.81465 -1.58359
H -3.54228 -0.65014 0.39462
H 0.41321 -3.42819 -0.36402
H 2.72364 3.42141 0.74659
H 4.51565 -2.57512 -2.67610
H -3.22034 -1.44470 -2.11976
C 0.68179 -1.66341 4.23416
C 2.00672 -0.36176 2.69078
C -1.78852 -2.76315 3.73274
H 1.74526 3.45837 -2.04122
H -1.72805 0.41504 2.72332
C -3.65572 0.40377 0.13903
H -2.29468 2.07491 2.74766
H -1.69587 -3.48498 5.75675
H -1.35876 3.74746 0.17898
C 2.77887 0.52144 -1.22093
C 0.09015 -1.50663 2.98132
H -0.05242 -0.55024 -4.62470
H -4.43255 0.81092 0.79471
C 4.03623 -1.69083 -2.28022
H -4.03120 0.47930 -0.88062
H -2.31418 3.26414 -1.24041
C 1.91730 2.73616 1.02629
H 0.04756 3.38880 -1.60095
H 2.38486 -2.77542 -1.42589
H 0.40749 -3.18792 1.19117
C -2.20303 3.14898 -0.16524
H -3.09884 3.57663 0.30007
C 0.05256 -2.37314 5.25730
O 0.66295 -2.80113 0.33329
C -1.18186 -2.92479 4.98790
Si -2.13621 1.40636 0.45415
C 4.58633 -0.42853 -2.46600
H 0.72286 2.23441 -2.76909
H -1.53355 2.18704 -3.39433
C 0.32598 -0.50476 -3.59762
H 1.11399 0.24804 -3.58903
H 2.76836 0.19682 2.16912
H -0.60467 1.75437 2.40165
H -1.87447 -2.13606 -1.22439
H 1.04867 3.35946 1.25407
Si 1.51034 1.70308 -0.45337
H -2.47285 0.95012 -4.21524
H 4.35368 1.68122 -2.08469
H 5.51245 -0.31578 -3.01528
H 2.21460 2.22679 1.93691
N 2.24609 -0.72957 -1.06851
H -3.01255 1.54221 -2.65176
C -1.17252 -2.04833 2.72446
H 0.76248 -1.48055 -3.37994
Os 0.57623 -0.60093 0.07948
H -2.76631 -3.19266 3.56108
H 0.51508 -2.48608 6.22870
Si -1.15854 -0.12970 -2.54984
*
```

The value obtained for the energy is -64283.686 eV. Its LUMO energy is -10.59 eV.

Atom-resolved charges from Löwdin, all expressed in e:
1. S 1.247
2. C 0.000
3. N -0.159
4. H 0.063
5. C -0.154
6. C -0.460
7. H 0.102
8. C -0.148
9. C -0.151
10. C -0.143
11. C -0.085
12. H 0.040
13. H 0.115
14. H 0.068
15. H 0.139
16. H 0.050
17. C -0.414
18. C -0.426
19. C -0.015
20. H 0.075
21. H 0.024
22. C -0.149
23. H 0.072
24. H 0.135
25. H 0.044
26. C -0.291
27. C -0.337
28. H 0.072
29. H 0.070
30. C 0.019
31. H 0.040
32. H 0.036
33. C -0.150
34. H 0.035
35. H 0.119
36. H 0.094
37. C -0.142
38. H 0.074
39. C -0.022
40. O -0.108
41. C -0.010
42. Si 0.497
43. C 0.033
44. H 0.025
45. H 0.047
46. C -0.161
47. H 0.033
48. H 0.084
49. H 0.032
50. H 0.019
51. H 0.050
52. Si 0.592
53. H 0.074
54. H 0.136
55. H 0.143
56. H 0.020
57. N -0.152
58. H 0.036
59. C -0.065
60. H 0.035
61. Os 1.348
62. H 0.131
63. H 0.137
64. Si 0.537

Density functional theory data (wB97M-V/def2-TZVPD) for 2 unconnected molecules or ions with the total composition CH7N2O2.

Geometry as ORCA input:
```
! wB97M-V def2-TZVPD RIJCOSX def2/J DEFGRID3
* xyz 1 1
H 0.69299 1.14045 1.88703
O 0.92483 0.41459 1.18737
H -1.38391 1.15924 -0.13753
H 1.36628 -1.62805 -1.09371
N 0.84788 -1.33510 -0.15298
C 0.58956 -0.08307 0.04612
N -1.41677 0.15638 0.03603
O 0.66272 0.78713 -1.05528
H 0.61801 1.77685 -0.78800
H -2.08777 -0.00043 0.66199
H -1.63917 -0.26234 -0.98032
H 0.82537 -2.12563 0.38929
*
```

The value obtained for the energy is -8217.289 eV. For the relative energy (zero: lowest compared OMol25 entry of this formula, charge and spin), the calculation gives 310.3 kJ/mol. Its LUMO energy is -3.72 eV.

Atom-resolved charges from Löwdin, all expressed in e:
1. H 0.236
2. O 0.134
3. H 0.084
4. H 0.227
5. N 0.229
6. C -0.606
7. N 0.136
8. O 0.053
9. H 0.184
10. H 0.029
11. H 0.184
12. H 0.110

Density functional theory data (wB97M-V/def2-TZVPD) for 2 unconnected molecules or ions with the total composition C2H2ClO4.

Geometry as ORCA input:
```
! wB97M-V def2-TZVPD RIJCOSX def2/J DEFGRID3
* xyz -1 1
O 1.09794 0.39525 0.66657
H 2.23876 0.10164 -1.09184
O 1.33520 0.18030 -1.47301
Cl 0.20381 -2.01133 -0.00520
O -2.40886 0.00851 -0.62594
H 0.52874 -0.02884 1.42505
C 0.43438 -0.00045 -0.54972
O -1.53464 0.95736 1.30752
C -1.89533 0.39755 0.34657
*
```

The value obtained for the energy is -22819.224 eV. For the relative energy (zero: lowest compared OMol25 entry of this formula, charge and spin), the calculation gives 162.3 kJ/mol. Its LUMO energy is 3.86 eV.

Atom-resolved charges from Löwdin, all expressed in e:
1. O -0.226
2. H 0.094
3. O -0.068
4. Cl 0.093
5. O 0.130
6. H 0.074
7. C -0.688
8. O 0.128
9. C -0.536

Density functional theory data (wB97M-V/def2-TZVPD) for a gas-phase ion, C22H32N3 (charge +1).

Geometry as ORCA input:
```
! wB97M-V def2-TZVPD RIJCOSX def2/J DEFGRID3
* xyz 1 1
H -1.43631 -1.60165 3.60243
H 0.19430 -1.41673 4.23428
C 3.60305 0.51421 -0.80718
C 4.18840 -0.35665 1.35104
C -0.83945 -1.50191 0.94401
H -4.94421 1.10665 -1.10607
H -1.23435 0.69211 2.57862
C -1.79186 2.85771 0.19677
H 0.27547 -0.77163 -2.95961
N -1.12749 -1.27459 -1.46127
H -1.06730 -1.79429 -3.45056
C 0.02047 -1.01058 2.11622
H -1.92279 0.18367 -4.30299
N 3.12429 -0.19367 0.37134
C -3.00806 3.09329 0.80933
H 1.30196 -0.21526 -1.46646
C -0.78921 -0.93767 -2.82983
H -2.52787 -2.79191 -1.74982
H 0.41967 0.84534 3.15465
C -4.04589 1.57079 -0.73001
C 5.46086 -0.00720 0.58421
H 4.86461 2.01251 0.10585
H 4.20754 -1.37510 1.74129
H -1.01911 1.22137 -3.20462
H 0.05486 1.05592 1.44011
C -3.40260 -0.85649 -2.28757
H -5.09744 2.62794 0.78949
C 1.49773 -1.28370 1.81032
C -1.69169 1.97099 -0.86131
C -1.61036 0.31018 -3.26065
C 0.96592 -0.60842 -0.52397
H -1.84260 -1.09960 1.09595
H 2.91133 1.31259 -1.08287
C -0.33095 -1.10193 -0.40897
C -0.19531 0.48865 2.33230
H 2.10456 -0.90353 2.63072
H 5.82958 -0.88044 0.04586
C 1.89326 -0.65602 0.51365
C -0.38447 -1.76532 3.38315
H -0.91104 -2.59426 0.97528
H -0.21953 -2.83489 3.27376
C -2.81931 1.31032 -1.34699
H 6.24818 0.35484 1.23949
H 1.66416 -2.36372 1.74461
H -2.86509 -1.73326 -0.37597
H 5.63393 1.17764 -1.24935
H 4.03940 0.34115 2.18264
H -0.90506 3.36637 0.54607
C -2.49580 -1.75535 -1.39691
H -3.07943 3.78140 1.63648
H -4.38533 -0.77373 -1.82926
H -0.71776 1.80595 -1.29769
C -4.13591 2.44338 0.33534
H -3.53065 -1.29523 -3.27993
H 3.69594 -0.18346 -1.64703
N -2.79648 0.44153 -2.45075
C 4.97126 1.05169 -0.39762
*
```

The value obtained for the energy is -27798.751 eV. For the relative energy (zero: lowest compared OMol25 entry of this formula, charge and spin), the calculation gives 0.0 kJ/mol. As for the SMILES: CC1(C)CC(N2CCCC2)=CC(=[N+]2CCN(c3ccccc3)CC2)C1. Its LUMO energy is -2.84 eV.

Atom-resolved charges from Löwdin, all expressed in e:
1. H 0.094
2. H 0.093
3. C -0.131
4. C -0.131
5. C -0.056
6. H 0.111
7. H 0.095
8. C -0.097
9. H 0.113
10. N -0.042
11. H 0.134
12. C -0.533
13. H 0.130
14. N -0.038
15. C -0.091
16. H 0.088
17. C -0.086
18. H 0.138
19. H 0.096
20. C -0.021
21. C -0.149
22. H 0.121
23. H 0.132
24. H 0.116
25. H 0.071
26. C -0.120
27. H 0.109
28. C -0.059
29. C -0.041
30. C -0.121
31. C 0.025
32. H 0.130
33. H 0.131
34. C -0.158
35. C -0.020
36. H 0.125
37. H 0.121
38. C -0.183
39. C -0.032
40. H 0.152
41. H 0.090
42. C -0.225
43. H 0.120
44. H 0.153
45. H 0.111
46. H 0.120
47. H 0.137
48. H 0.107
49. C -0.085
50. H 0.105
51. H 0.115
52. H 0.095
53. C -0.073
54. H 0.129
55. H 0.138
56. N -0.105
57. C -0.150

Density functional theory data (wB97M-V/def2-TZVPD) for a single C3H5FN2 molecule.

Geometry as ORCA input:
```
! wB97M-V def2-TZVPD RIJCOSX def2/J DEFGRID3
* xyz 0 1
N -0.76972 -0.20321 0.69511
N 1.18554 -0.39280 -0.54867
C -0.77997 0.65361 -0.45470
H 0.45711 -2.13916 0.61586
F 1.36908 -0.85352 1.68516
H 0.93291 1.10684 -1.84842
C 0.45987 0.47691 -1.05482
H -0.95561 0.06550 1.60271
H -0.67050 1.76081 -0.21061
C 0.49291 -0.96645 0.61906
H -1.72162 0.49148 -1.10068
*
```

The value obtained for the energy is -8888.266 eV. For the relative energy (zero: lowest compared OMol25 entry of this formula, charge and spin), the calculation gives 84.8 kJ/mol. As for the SMILES: F[C@@H]1N=CCN1. Its LUMO energy is 0.94 eV.

Atom-resolved charges from Löwdin, all expressed in e:
1. N 0.045
2. N 0.121
3. C -0.239
4. H 0.165
5. F -0.019
6. H 0.139
7. C -0.224
8. H 0.087
9. H 0.145
10. C -0.370
11. H 0.151

Density functional theory data (wB97M-V/def2-TZVPD) for 2 unconnected molecules or ions with the total composition C11H12NO2.

Geometry as ORCA input:
```
! wB97M-V def2-TZVPD RIJCOSX def2/J DEFGRID3
* xyz 1 1
H 2.22864 -2.00717 2.17009
C 0.50089 -2.11054 3.45620
C -0.14731 0.76502 -2.77543
H -0.15486 -0.10416 -3.33006
H -1.37705 -1.88526 4.51843
H 1.02340 -2.49971 4.36109
O 1.91723 -1.41000 -0.74222
H -1.43024 1.96094 -0.66099
C 0.37828 -1.38038 1.11732
H 1.82780 1.68912 -1.95824
C -1.59554 -1.10369 2.56377
O 0.24805 2.13361 0.53427
C -0.51597 2.11147 -3.31424
C 0.09866 0.69824 -1.32060
H -2.72103 -0.90252 2.61869
C -0.85222 -1.68620 3.62195
C 1.10911 -1.91095 2.24211
N 1.26103 0.80312 -2.12138
C -0.91395 -0.85392 1.36763
H -1.49451 -0.50732 0.51506
C 1.01044 -1.06132 -0.06773
H -0.33702 2.92599 -2.60988
H 0.00811 2.45692 -4.21531
C -0.38508 1.70039 -0.38339
H 1.84585 0.00215 -2.01710
H -1.53270 2.17617 -3.57005
*
```

The value obtained for the energy is -17175.905 eV. For the relative energy (zero: lowest compared OMol25 entry of this formula, charge and spin), the calculation gives 181.7 kJ/mol. Its LUMO energy (alpha / beta) is -4.57 / -4.57 eV.

Atom-resolved charges from Löwdin, all expressed in e:
1. H 0.150
2. C -0.039
3. C -0.107
4. H 0.130
5. H 0.101
6. H 0.135
7. O 0.175
8. H 0.146
9. C -0.178
10. H 0.223
11. C -0.026
12. O 0.099
13. C -0.020
14. C -0.209
15. H 0.147
16. C -0.008
17. C 0.012
18. N 0.145
19. C -0.019
20. H 0.112
21. C -0.067
22. H 0.096
23. H 0.106
24. C -0.295
25. H 0.109
26. H 0.081